No. 1
# C3H6NO4S2

A molecular structure, C3H6NO4S2 (ωB97M-V with the def2-TZVPD basis set, OMol25).

Last column: Löwdin charge in e.
Positions of all 16 atoms, in Å:
C -0.689 0.912 -0.003  -0.326
C -0.145 0.582 1.391  -0.287
C -1.398 -0.207 -0.584  -0.306
N 0.696 -0.607 1.194  -0.260
O 2.800 -1.400 0.302  -0.331
O -0.750 -1.859 -2.547  -0.544
O 1.128 -0.558 -1.352  -0.535
O 2.427 0.950 0.285  -0.299
S -0.135 -1.496 -1.218  0.873
S 1.832 -0.341 0.271  0.417
H -1.443 1.852 0.084  0.145
H 0.114 1.331 -0.681  0.110
H 0.505 1.297 1.772  0.070
H -0.930 0.208 2.041  0.100
H -1.943 -0.785 0.311  0.135
H -2.069 0.124 -1.265  0.038

Values from the calculation:
ΔE to the lowest compared entry with this formula, charge and spin ... 0.00 kJ/mol
Charge ... -1
E_HOMO ... -4.88 eV
Frontier orbital gap ... 8.5 eV


No. 2
# C3H6NOP

C3H6NOP in the gas phase (ωB97M-V with the def2-TZVPD basis set, OMol25).

Last column: Löwdin charge in e.
Positions of all 12 atoms, in Å:
C -0.668 -0.316 1.591  -0.078
C -0.875 0.443 0.240  -0.236
O 0.485 0.715 -0.189  -0.521
P 1.589 -0.403 -0.555  0.874
C 1.018 -0.546 -2.392  -0.395
N 0.375 -0.341 -3.341  0.039
H -0.613 0.410 2.427  0.082
H -1.443 -1.069 1.697  0.067
H 0.349 -0.800 1.546  0.029
H -1.358 1.342 0.303  0.081
H -1.342 -0.085 -0.572  0.100
H 2.484 0.650 -0.754  -0.043

Values from the calculation:
ΔE to the lowest compared entry with this formula, charge and spin ... 102.17 kJ/mol
Charge ... 0
E_HOMO ... -10.01 eV
SMILES string ... CCOPC#N
Frontier orbital gap ... 10.6 eV


Copy entry 2 word for word.
# C3H6NOP

C3H6NOP in the gas phase (ωB97M-V with the def2-TZVPD basis set, OMol25).

Last column: Löwdin charge in e.
Positions of all 12 atoms, in Å:
C -0.668 -0.316 1.591  -0.078
C -0.875 0.443 0.240  -0.236
O 0.485 0.715 -0.189  -0.521
P 1.589 -0.403 -0.555  0.874
C 1.018 -0.546 -2.392  -0.395
N 0.375 -0.341 -3.341  0.039
H -0.613 0.410 2.427  0.082
H -1.443 -1.069 1.697  0.067
H 0.349 -0.800 1.546  0.029
H -1.358 1.342 0.303  0.081
H -1.342 -0.085 -0.572  0.100
H 2.484 0.650 -0.754  -0.043

Values from the calculation:
ΔE to the lowest compared entry with this formula, charge and spin ... 102.17 kJ/mol
Charge ... 0
E_HOMO ... -10.01 eV
SMILES string ... CCOPC#N
Frontier orbital gap ... 10.6 eV